A molecular structure, C39H51AsClIN7O3PTi at a distorted geometry, computed with ωB97M-V/def2-TZVPD.

Calculated values
Electronic energy in eV: -171713.0467
HOMO-LUMO gap (alpha / beta) in eV: 6.6075 / 7.0358
Max |F| in Eh/bohr: 0.0543
Multiplicity: 3
Relative energy (zero: lowest compared OMol25 entry of this formula, charge and spin) in eV: 0.869
HOMO (alpha / beta) in Eh: -0.237 / -0.281

CARTESIAN COORDINATES (ANGSTROEM)
Ti1 0.320184 -1.079255 -0.301384
N1 1.311223 -2.685487 3.220407
C1 0.635931 -2.071301 2.238434
O1 1.253767 -1.583142 1.272030
C2 -0.854721 -1.930927 2.321917
C3 -1.362168 -1.388924 0.975635
H1 2.317118 -2.707385 3.185924
H2 0.836838 -2.977030 4.055710
H3 -1.080815 -1.247327 3.145319
H4 -1.287838 -2.900554 2.593397
H5 -2.045308 -0.551091 1.140067
H6 -1.932590 -2.167381 0.469779
C4 -3.007078 -4.816944 0.400531
N2 -1.713442 -4.479322 -0.194897
C5 -1.764180 -4.825486 -1.615841
N3 -2.060653 -6.245686 -1.826733
C6 -3.344619 -6.544502 -1.190262
N4 -3.338132 -6.235519 0.242473
C7 -2.270780 -7.021463 0.868067
N5 -0.957723 -6.737971 0.287143
C8 -0.683898 -5.306333 0.441109
C9 -1.018888 -7.026602 -1.149506
H7 -3.784975 -4.216463 -0.078092
H8 -2.977531 -4.581681 1.468326
H9 -0.798950 -4.596013 -2.062708
H10 -2.541166 -4.223667 -2.096507
H11 -3.563981 -7.606799 -1.319898
H12 -4.128668 -5.958164 -1.675401
H13 -2.494070 -8.082489 0.735382
H14 -2.244304 -6.791303 1.936093
H15 0.281431 -5.084020 -0.014442
H16 -0.640103 -5.066138 1.507847
H17 -1.230086 -8.089362 -1.288345
H18 -0.052451 -6.784604 -1.595842
C10 1.276170 2.754005 0.225723
C11 2.538700 2.631381 1.072433
As1 3.648802 4.285272 1.253404
C12 2.188084 5.464387 1.856371
C13 1.433905 6.292424 1.030165
C14 0.315916 6.954270 1.519895
C15 -0.055111 6.807238 2.847429
C16 0.704726 6.004275 3.685738
C17 1.813344 5.336670 3.191935
C18 3.765515 4.793133 -0.629504
C19 4.011111 6.124269 -0.963351
C20 4.116070 6.517175 -2.288514
C21 4.003622 5.575495 -3.302437
C22 3.808556 4.240880 -2.979567
C23 3.698729 3.851295 -1.652349
P1 0.051267 1.371610 0.451270
C24 -0.454501 1.685668 2.192111
C25 -1.483337 2.496823 2.657059
C26 -1.751660 2.585957 4.016380
C27 -0.970397 1.907366 4.937726
C28 0.088512 1.128040 4.492223
C29 0.330091 1.010303 3.133259
C30 -1.286621 2.006646 -0.625523
C31 -2.639027 1.978633 -0.289350
C32 -3.612386 2.318273 -1.219190
C33 -3.256528 2.655330 -2.515708
C34 -1.913852 2.663788 -2.870317
C35 -0.940169 2.348877 -1.937436
H19 1.551227 2.736076 -0.825806
H20 0.738473 3.679215 0.425593
H21 3.175752 1.845299 0.660933
H22 2.300742 2.354436 2.099562
H23 1.710135 6.413972 -0.009324
H24 -0.272756 7.575644 0.856375
H25 -0.934038 7.311440 3.229869
H26 0.423328 5.885940 4.723346
H27 2.398001 4.700862 3.850273
H28 4.121957 6.859539 -0.173070
H29 4.286620 7.558570 -2.530802
H30 4.076054 5.877605 -4.339229
H31 3.740851 3.496871 -3.763254
H32 3.569971 2.799099 -1.422129
H33 -2.077312 3.077060 1.963535
H34 -2.579951 3.194530 4.358200
H35 -1.173115 1.991407 5.997827
H36 0.709966 0.596996 5.203203
H37 1.146910 0.391557 2.782142
H38 -2.945882 1.678498 0.703436
H39 -4.655784 2.310926 -0.929209
H40 -4.016910 2.892480 -3.249057
H41 -1.625398 2.908587 -3.885586
H42 0.099064 2.349584 -2.239998
Cl1 1.949683 0.145285 -1.510896
C36 -2.370303 -0.961920 -3.582161
C37 -1.024512 -0.922051 -2.922308
N6 0.058724 -1.054151 -3.689636
O2 -0.951698 -0.795788 -1.687747
H43 -2.300939 -0.885718 -4.665607
H44 -2.970177 -0.142688 -3.190725
H45 -2.865523 -1.899704 -3.327528
H46 -0.024518 -0.992975 -4.688230
H47 0.962021 -0.866945 -3.253828
N7 1.713425 -4.421518 -2.337491
C38 1.835128 -3.457759 -1.353452
O3 0.804989 -2.680392 -1.223130
C39 3.018834 -3.425715 -0.627060
I1 4.730841 -2.400943 -2.566998
H48 1.039672 -4.182218 -3.049357
H49 2.594992 -4.732272 -2.718976
H50 3.657037 -4.295187 -0.621528
H51 3.167514 -2.692681 0.144214

Cartesian forces, eV/Å:
0.3 1.4 -0.3
0.0 0.2 -0.1
0.2 -0.1 0.7
1.1 -1.0 2.4
-0.2 0.0 -0.4
-0.5 0.0 0.8
0.0 -0.1 0.0
0.0 -0.1 0.0
0.1 0.0 0.1
0.1 0.0 0.0
0.0 0.0 0.0
0.1 0.0 -0.2
0.1 -0.1 0.0
-0.1 0.0 0.1
0.0 -0.1 0.1
0.0 0.0 -0.1
0.1 0.0 0.0
-0.1 0.0 0.1
0.0 0.0 -0.1
0.1 0.0 0.1
0.0 0.0 -0.1
0.0 0.0 0.0
0.0 0.0 0.0
0.0 0.0 0.0
0.0 0.0 0.0
0.0 0.0 0.0
0.0 0.0 0.0
0.0 0.0 0.0
0.0 0.0 0.0
0.0 0.0 0.0
0.0 0.0 0.0
0.0 0.0 0.0
0.0 0.0 0.0
0.0 0.0 0.0
0.1 -0.2 0.1
-0.1 0.1 -0.2
-0.1 -0.2 0.0
-0.1 -0.2 -0.2
0.0 -0.1 -0.1
0.0 0.0 0.0
0.0 0.0 0.0
-0.1 0.0 0.0
0.2 -0.1 0.0
0.0 0.1 0.0
0.0 0.0 0.1
0.0 0.0 0.0
0.0 0.0 0.0
0.0 0.0 -0.1
0.0 -0.1 0.1
-0.3 1.1 0.4
0.1 -0.2 0.0
0.0 0.1 0.0
-0.1 0.1 0.0
0.1 0.0 0.0
0.0 0.0 0.0
0.0 0.1 0.0
-0.1 -0.1 0.0
0.0 -0.1 0.0
-0.1 0.0 0.0
0.0 0.0 0.0
0.0 0.0 -0.1
0.0 0.1 0.1
-0.1 0.1 0.0
-0.1 0.1 0.1
0.1 0.0 0.1
0.1 0.1 0.1
-0.1 0.0 0.0
0.0 0.0 0.0
0.0 0.0 0.0
0.0 0.0 0.0
0.0 0.0 0.0
0.0 0.0 0.0
0.0 0.0 0.0
0.0 0.0 0.0
0.0 0.0 0.0
0.0 0.0 -0.1
0.0 0.0 0.0
0.0 0.0 0.0
0.0 0.0 0.0
0.0 0.0 0.0
0.0 0.0 0.0
0.0 0.0 -0.1
0.0 0.0 0.0
0.0 0.1 0.0
0.0 0.0 0.0
0.0 0.0 0.0
0.8 0.3 -0.5
0.0 0.0 0.0
-0.2 -0.1 -0.2
0.0 0.2 0.1
-1.7 0.2 -2.2
0.0 0.0 0.0
0.0 0.0 0.0
0.0 0.0 0.0
0.0 -0.1 0.0
0.0 -0.1 0.0
-0.1 0.1 0.1
-0.1 -0.3 -0.3
0.8 -1.5 -0.7
0.0 0.1 0.1
0.0 -0.1 0.0
0.0 0.0 0.0
0.0 0.0 0.0
0.0 0.0 -0.1
-0.1 0.1 0.1


A molecular structure, C8H7HgN2O5 at a distorted geometry, computed with ωB97M-V/def2-TZVPD.

Calculated values
Electronic energy in eV: -25789.2508
HOMO-LUMO gap in eV: 6.9206
Max |F| in Eh/bohr: 0.1108
Relative energy (zero: lowest compared OMol25 entry of this formula, charge and spin) in eV: 2.429
HOMO in Eh: -0.388
Charge: +1

CARTESIAN COORDINATES (ANGSTROEM)
O1 -2.097534 -2.788733 -0.033716
C1 -1.408399 -1.866888 0.032688
Hg1 -0.218055 0.157509 -0.053566
O2 2.224740 -1.535650 2.095648
C2 1.548210 -1.067920 1.319322
C3 1.267662 1.985047 -0.054944
O3 1.931600 2.898309 -0.140594
C4 -1.601024 1.154547 -1.522606
O4 -1.193684 2.225506 -1.871291
C5 0.935945 -0.683756 -2.036120
O5 1.391165 -1.055609 -3.027471
H1 -2.437134 0.337791 -1.512744
C6 0.517232 1.237977 4.905863
N1 -0.565594 0.429704 4.364033
C7 -1.318459 -0.613663 5.031431
C8 -0.777296 0.543425 3.087041
N2 -1.190369 0.836454 2.010115
H2 0.559890 0.948022 5.971401
H3 0.276205 2.299970 4.779171
H4 1.462919 1.029284 4.390173
H5 -2.390668 -0.390326 4.958317
H6 -1.136639 -1.595035 4.573622
H7 -0.961912 -0.576563 6.077630

Cartesian forces, eV/Å:
2.1 3.3 0.0
-2.8 -5.0 0.3
-1.3 1.1 -0.4
-1.0 0.7 -1.1
1.3 -0.9 1.4
2.3 2.5 0.1
-1.2 -1.3 0.0
1.8 -1.6 2.4
-2.0 -0.6 -1.0
2.9 -2.2 -4.2
-1.8 1.4 3.0
-0.2 2.5 -1.7
0.1 -0.1 0.8
0.4 -0.2 -1.4
0.0 -0.2 1.0
-2.1 1.7 -2.3
1.3 -1.0 2.8
0.4 0.5 -0.5
0.1 -0.2 0.3
-0.1 -0.1 0.3
0.3 -0.1 0.3
0.1 0.2 0.3
-0.5 -0.4 -0.5


2 unconnected molecules or ions with the total composition C6H17NO at a distorted geometry, computed with ωB97M-V/def2-TZVPD.

Calculated values
Electronic energy in eV: -10026.6442
HOMO-LUMO gap (alpha / beta) in eV: 12.2816 / 6.7660
Max |F| in Eh/bohr: 0.0661
Multiplicity: 2
Relative energy (zero: lowest compared OMol25 entry of this formula, charge and spin) in eV: 0.575
HOMO (alpha / beta) in Eh: -0.560 / -0.559
Charge: +1

CARTESIAN COORDINATES (ANGSTROEM)
C1 -1.369382 -0.725210 -1.542678
N1 -1.243948 0.080995 -0.338309
C2 -0.289736 1.173619 -0.362387
C3 1.080287 0.771990 0.266629
C4 1.834571 -0.379739 -0.415003
C5 1.548870 -1.753981 0.182507
C6 -0.856113 2.363652 0.412862
H1 -2.115951 -1.505643 -1.408040
H2 -0.404913 -1.157066 -1.805450
H3 -1.673089 -0.118829 -2.401632
H4 -2.178680 0.422385 -0.062070
H5 -0.067740 1.443736 -1.400091
H6 1.709626 1.659361 0.232401
H7 0.936974 0.514226 1.317921
H8 1.661105 -0.389370 -1.494501
H9 2.902079 -0.187743 -0.298760
H10 0.501134 -2.040091 0.037689
H11 1.697380 -1.746749 1.262452
H12 2.179679 -2.514963 -0.268379
H13 -1.039721 2.086493 1.452034
H14 -1.802902 2.696638 -0.021054
H15 -0.173274 3.199323 0.370883
H16 -1.120744 -0.860911 1.469293
H17 -0.588074 -1.909822 2.420758
O1 -1.127439 -1.122299 2.392924

Cartesian forces, eV/Å:
0.4 -1.0 0.3
-0.9 1.8 -2.7
0.4 0.3 1.3
0.7 -0.7 -0.1
0.0 -0.1 0.2
-0.5 0.2 0.0
-0.6 -0.4 -0.2
0.0 0.0 0.1
0.0 0.0 0.1
-0.1 0.4 0.2
0.4 -0.6 0.9
-0.1 -0.4 -0.2
-0.3 0.2 -0.1
-0.2 0.2 0.0
0.0 0.1 0.0
0.0 0.1 0.0
0.1 -0.2 -0.1
0.2 0.0 0.0
0.0 -0.1 0.0
0.1 0.1 0.0
0.0 0.0 0.0
0.2 0.1 0.1
0.0 -0.2 0.0
0.2 -0.4 0.1
-0.2 0.5 0.0


A molecular structure, C3H3NO2P at a distorted geometry, computed with ωB97M-V/def2-TZVPD.

Calculated values
Electronic energy in eV: -18031.5906
HOMO-LUMO gap in eV: 7.4015
Max |F| in Eh/bohr: 0.0846
Relative energy (zero: lowest compared OMol25 entry of this formula, charge and spin) in eV: 1.989
HOMO in Eh: -0.119
Charge: -1

CARTESIAN COORDINATES (ANGSTROEM)
C1 -0.955177 0.228996 -0.214647
C2 -1.159682 1.418460 -0.109087
C3 -0.865904 -0.802065 0.702965
N1 1.340622 -0.312555 -0.988111
O1 -1.484590 2.539736 -0.006849
O2 -1.606405 -1.606442 1.285718
P1 0.931562 -1.052308 0.421047
H1 0.641097 0.459517 -1.094792
H2 2.137931 -0.750012 -1.441450
H3 1.020548 -0.123325 1.445205

Cartesian forces, eV/Å:
-2.3 -2.5 -0.2
-1.6 2.5 0.3
0.6 -2.6 -1.6
0.1 0.4 0.2
0.0 2.6 0.0
0.2 1.4 0.0
1.7 -3.3 2.3
1.2 -0.3 -1.3
-0.6 0.9 -0.4
0.8 0.9 0.6


A gas-phase ion, C8H16N3S (charge +1) at a distorted geometry, computed with ωB97M-V/def2-TZVPD.

Calculated values
Electronic energy in eV: -23853.3703
HOMO-LUMO gap in eV: 8.5291
Max |F| in Eh/bohr: 0.1404
Relative energy (zero: lowest compared OMol25 entry of this formula, charge and spin) in eV: 0.000
SMILES: CCCCCN1CC(=[NH2+])NC1=S
HOMO in Eh: -0.464
Charge: +1

CARTESIAN COORDINATES (ANGSTROEM)
C1 4.317495 -1.210312 0.433043
C2 2.921240 -1.105046 -0.080390
C3 2.480817 0.331706 -0.450650
C4 0.921376 0.385399 -0.732170
C5 -0.050695 0.143459 0.471052
N1 -1.409224 0.182313 0.176262
C6 -2.156425 1.352930 0.261433
C7 -3.583947 0.805220 0.055051
N2 -4.666842 1.478373 0.148981
N3 -3.478683 -0.473438 -0.160836
C8 -2.157057 -1.083994 -0.000644
S1 -1.835659 -2.570374 -0.249160
H1 5.063775 -0.886475 -0.334249
H2 4.443024 -0.708547 1.348605
H3 4.565028 -2.320529 0.554892
H4 2.186170 -1.538222 0.490308
H5 2.831998 -1.801003 -1.012711
H6 3.014340 0.596767 -1.514206
H7 2.972826 1.059491 0.158734
H8 0.680424 -0.362222 -1.374950
H9 0.660489 1.300080 -1.198954
H10 0.173430 1.004986 1.205671
H11 0.205122 -0.819680 0.958080
H12 -1.621051 2.069278 -0.479364
H13 -2.019590 1.889052 1.211514
H14 -4.713575 2.436567 0.276483
H15 -5.493833 0.957669 0.138721
H16 -4.250962 -1.113446 -0.300535

Cartesian forces, eV/Å:
1.1 -2.5 -1.5
0.5 0.3 -3.8
0.3 -0.9 -3.7
1.2 1.2 2.9
3.7 1.6 1.6
-1.3 -5.5 -0.3
0.3 1.4 -1.0
3.4 0.7 -0.1
-0.5 -1.0 -0.2
-0.6 -1.5 0.2
0.0 7.2 -0.2
0.9 -2.3 0.0
-0.6 0.2 0.7
0.4 0.7 1.2
-0.3 1.5 0.2
-1.4 -1.0 2.2
0.2 1.4 1.1
-1.4 -0.7 2.3
-0.5 0.6 1.0
-0.3 -2.3 -2.3
-0.2 1.1 -0.5
-0.3 -1.4 -0.6
-0.2 0.6 -0.2
-1.9 -0.6 0.5
-0.5 -0.3 0.2
0.1 2.0 0.3
-1.7 -0.4 -0.1
-0.1 0.1 0.0